Record 1
{"formula": "C5H10O2", "method": "wB97M-V/def2-TZVPD", "species": ["C", "C", "C", "C", "C", "O", "H", "H", "H", "H", "H", "H", "H", "H", "H", "H", "O"], "positions_angstrom": [[3.1556, -1.0283, 0.1956], [1.7324, -1.0225, -0.1395], [0.8940, 0.0101, 0.1987], [-0.2460, 0.3212, -0.6025], [-0.9436, 1.4320, -0.2908], [-2.1164, 1.7596, -0.8151], [3.6466, -0.2710, -0.4380], [3.7343, -1.9349, 0.0427], [3.4320, -0.6720, 1.1956], [1.3663, -1.7918, -0.8152], [1.2319, 0.6317, 1.0241], [-0.2964, -0.2453, -1.5247], [-0.7210, 2.1019, 0.5243], [-2.2456, 1.2398, -1.6216], [-4.1656, -0.9421, 0.8524], [-4.1892, 0.5879, 0.8099], [-4.2694, -0.1762, 1.4041]], "forces_ev_per_angstrom": [[1.150, 0.292, 0.621], [0.411, -0.498, -0.526], [-0.590, 0.467, -0.462], [2.991, -1.127, 0.612], [-2.710, 1.172, 0.413], [1.296, -0.067, -0.319], [-0.167, -0.055, -0.191], [-0.494, -0.297, -0.225], [-0.541, 0.027, 0.045], [0.020, 0.080, -0.061], [-0.393, 0.244, -0.072], [-0.847, -0.062, 0.053], [0.366, -0.119, 0.270], [-0.489, -0.072, -0.137], [-0.057, -0.576, -0.382], [-0.200, -0.375, 0.299], [0.255, 0.967, 0.062]], "lowdin_spin": [0.060, 0.302, 0.125, 0.138, 0.182, 0.135, 0.028, 0.003, 0.009, 0.011, 0.003, 0.000, 0.004, 0.000, 0.000, 0.000, 0.000], "homo_lumo_gap_ev": [9.3, 7.0], "homo_energy_ev": [-13.98, -14.36], "s_squared": 0.773, "total_charge": 1, "multiplicity": 2}

Record 2
{"formula": "H30O19V2", "method": "wB97M-V/def2-TZVPD", "species": ["O", "V", "O", "O", "V", "O", "O", "H", "H", "O", "H", "H", "O", "H", "H", "O", "H", "H", "O", "H", "H", "O", "H", "H", "O", "H", "H", "O", "H", "H", "O", "H", "H", "O", "H", "H", "O", "H", "H", "O", "H", "H", "O", "H", "H", "O", "H", "H", "O", "H", "H"], "positions_angstrom": [[-0.7585, 0.6769, 0.8264], [0.0145, 1.1459, -0.5046], [1.5735, 0.8439, -0.0606], [0.2335, -0.7841, -0.5686], [0.9375, -2.2361, -0.6756], [2.0715, -1.7431, -1.7156], [2.0955, 0.4689, -2.8506], [2.2825, -0.2921, -2.2756], [1.5075, 0.0039, -3.4986], [0.8125, 2.7399, -1.8566], [0.5025, 3.6299, -1.9286], [1.0035, 2.4069, -2.7306], [1.6405, 0.7019, 2.5584], [2.1735, 1.1479, 3.1924], [2.0605, 0.5869, 1.6944], [0.5045, 3.0309, 1.0074], [0.8675, 2.7319, 1.8324], [-0.2495, 3.5909, 1.1934], [2.0295, -1.8271, 1.1124], [1.9155, -1.8471, 2.1124], [2.8615, -1.3741, 1.1234], [-0.4565, -1.0021, 2.7214], [0.3095, -0.3321, 2.6994], [-0.4135, -1.3321, 3.5914], [-1.7125, 2.4279, -0.7656], [-1.9005, 2.9019, -1.5786], [-2.5285, 2.3349, -0.2456], [1.5295, -4.2261, -0.9156], [1.4975, -4.5641, -0.0026], [1.1565, -4.9101, -1.5176], [-0.7145, 0.4299, -2.4396], [-0.6615, 0.9319, -3.2886], [-1.6145, 0.0859, -2.3486], [3.7665, 1.9859, 0.1354], [3.8275, 2.3889, 1.0004], [2.8865, 1.6879, 0.0224], [-0.7105, -2.9891, 0.4384], [-1.4815, -2.4501, 0.5094], [-1.0965, -3.8711, 0.3564], [-1.9665, 1.5109, 2.7344], [-1.3745, 1.2139, 2.0864], [-2.3775, 2.3249, 2.4614], [-4.1395, 1.1569, 0.4104], [-4.8135, 0.7979, -0.2066], [-3.6085, 0.4159, 0.6294], [-0.2755, -2.5561, -2.5466], [-1.1345, -2.9451, -2.7256], [-0.1795, -1.8971, -3.2326], [-2.7095, -1.0771, 0.9544], [-1.8765, -0.7771, 1.3484], [-3.3055, -1.2711, 1.7284]], "forces_ev_per_angstrom": [[0.702, 1.083, -2.781], [2.933, -0.376, 4.018], [-2.283, 1.163, -0.934], [-1.012, -3.921, -0.513], [1.583, 4.829, -2.547], [-0.921, -2.559, 2.135], [-1.458, -0.117, -1.506], [0.418, 0.481, 0.166], [1.097, 0.736, 0.380], [-0.560, -0.834, 0.551], [-0.128, 1.096, 0.003], [0.846, -0.149, -0.451], [-0.900, -0.680, -0.218], [0.995, 0.433, 0.643], [0.147, 0.580, -0.060], [-0.263, 0.314, -1.538], [0.106, -0.398, 0.754], [-0.145, 0.234, 0.341], [-0.277, -0.928, 1.954], [-1.086, -0.391, -1.598], [1.261, 0.512, -1.169], [1.679, 1.102, -1.473], [-1.476, -0.808, 0.014], [-0.305, -0.700, 1.804], [0.284, 0.320, -0.280], [-0.296, 0.237, 0.008], [-0.489, -0.365, 0.063], [-0.674, -0.895, 0.460], [0.284, -0.651, -0.389], [0.448, 0.489, 0.499], [-0.289, 0.385, -1.198], [-0.262, -0.380, 0.943], [-0.137, 0.149, -0.120], [2.249, 0.453, 0.248], [0.102, 0.294, 0.130], [-1.295, -0.144, -0.334], [0.995, -2.190, -0.574], [-1.583, 1.803, 0.502], [0.250, -0.261, 0.173], [-1.726, 0.606, 2.742], [1.080, -0.228, -1.176], [-0.228, 0.328, -0.158], [-1.382, 1.470, -1.422], [0.472, 0.521, 0.624], [1.036, -1.415, 0.524], [-0.078, -0.577, 0.349], [-0.278, -0.380, 0.246], [0.477, 0.379, -0.187], [-0.927, -1.181, 0.664], [0.093, 0.344, 0.625], [0.919, 0.186, -0.937]], "mulliken_charge": [0.716, -0.102, -0.243, 1.990, -0.163, -0.621, -0.677, 0.394, 0.254, -0.405, 0.245, 0.209, -0.636, 0.257, 0.188, -0.387, 0.243, 0.285, -0.346, 0.333, 0.283, -0.623, 0.196, 0.333, -0.357, 0.271, 0.165, -0.498, 0.351, 0.320, -0.504, 0.308, 0.256, -0.664, 0.308, 0.326, -0.614, 0.372, 0.347, -0.677, 0.248, 0.355, -0.631, 0.323, 0.499, -0.359, 0.300, 0.267, -0.946, 0.154, 0.357], "homo_lumo_gap_ev": 7.6, "homo_energy_ev": -15.55, "total_charge": 2}

Record 3
{"formula": "C27H41BeBrN2P2", "method": "wB97M-V/def2-TZVPD", "species": ["C", "C", "C", "C", "N", "C", "C", "C", "C", "C", "C", "C", "C", "C", "Be", "P", "H", "H", "H", "H", "H", "H", "H", "H", "C", "C", "H", "H", "H", "H", "H", "C", "C", "H", "H", "H", "H", "H", "C", "C", "H", "H", "H", "H", "H", "Br", "P", "C", "C", "H", "H", "H", "H", "H", "C", "C", "H", "H", "H", "H", "H", "C", "C", "H", "H", "H", "H", "H", "C", "C", "N", "H", "H", "H"], "positions_angstrom": [[-2.6594, -1.7768, 5.0103], [-1.9748, -2.3818, 3.9292], [-2.5951, -3.4564, 3.2463], [-3.9479, -3.7019, 3.5130], [-4.6095, -3.0073, 4.4305], [-4.0040, -2.1122, 5.1987], [-0.6800, -1.9151, 3.4907], [0.4563, -1.8289, 3.0280], [1.7113, -1.2414, 2.7090], [2.0065, 0.0436, 3.2242], [3.0601, 0.7295, 2.6545], [3.6206, 0.2694, 1.4606], [3.5178, -1.0661, 1.1031], [2.6091, -1.8671, 1.7964], [4.0830, 1.4581, 0.2974], [-0.5158, 1.1882, 0.1064], [-2.0702, -4.0431, 2.4904], [-2.1805, -1.0576, 5.6735], [-4.5036, -4.4533, 2.9482], [-4.5964, -1.6263, 5.9750], [2.5858, -2.9466, 1.5889], [1.3920, 0.5746, 3.9732], [4.0981, -1.4551, 0.2704], [3.3895, 1.6438, 3.1713], [-1.3461, 2.4510, -0.9875], [-2.8440, 2.3306, -1.2027], [-0.8068, 2.3819, -1.9485], [-1.0869, 3.4294, -0.5497], [-3.1358, 3.1440, -1.8779], [-3.1184, 1.3855, -1.6873], [-3.4150, 2.4598, -0.2742], [-1.4129, -0.4253, -0.0333], [-2.7865, -0.5490, 0.6133], [-0.7267, -1.1472, 0.4397], [-1.4648, -0.6815, -1.1035], [-3.1943, -1.5398, 0.3684], [-2.7223, -0.5003, 1.7082], [-3.5024, 0.2007, 0.2479], [-0.9234, 1.7310, 1.8380], [-2.2584, 2.4294, 2.0748], [-0.0949, 2.4033, 2.1224], [-0.8033, 0.8200, 2.4500], [-2.3005, 2.6966, 3.1362], [-2.3492, 3.3596, 1.5012], [-3.1275, 1.7927, 1.8668], [5.2589, 1.7500, -1.4562], [0.9557, -0.1597, -2.7680], [-0.5924, -0.3628, -3.7072], [-0.4148, -0.4795, -5.2011], [-1.1798, 0.5316, -3.4433], [-1.1215, -1.2203, -3.2759], [-1.3801, -0.5311, -5.6993], [0.1047, 0.3780, -5.6187], [0.1374, -1.3733, -5.4823], [2.2805, 0.4358, -3.9096], [3.1794, -0.5710, -4.6375], [2.9167, 1.0952, -3.2890], [1.7663, 1.0680, -4.6463], [3.9541, -0.0238, -5.1991], [3.6991, -1.2427, -3.9390], [2.6415, -1.1763, -5.3846], [1.5624, -1.7860, -2.1962], [1.3150, -2.9651, -3.1264], [1.0778, -1.9569, -1.2228], [2.6374, -1.6848, -1.9866], [1.6397, -3.8959, -2.6433], [0.2540, -3.0921, -3.3649], [1.8821, -2.8827, -4.0616], [1.9386, 4.7689, 1.2197], [2.3559, 3.4300, 0.8748], [2.7981, 2.4865, 0.3525], [1.0072, 4.9786, 0.6435], [2.7152, 5.4699, 0.8445], [1.8380, 4.8691, 2.3323]], "forces_ev_per_angstrom": [[-0.105, -0.112, -0.562], [-0.275, -0.156, 0.269], [-0.375, 0.555, 0.006], [0.894, 0.413, 0.198], [-0.982, -0.262, 0.146], [0.842, -0.169, -0.335], [1.265, -1.057, -0.569], [-1.823, 0.527, 1.474], [0.611, -0.407, -0.529], [-0.114, -0.099, -0.213], [-0.436, -0.110, 0.405], [1.837, 1.044, -0.351], [-0.794, -0.089, 0.583], [-0.360, 0.053, 0.081], [1.014, -0.990, -0.796], [-3.179, 0.091, 0.693], [-0.052, 0.335, 0.197], [-0.025, -0.063, -0.359], [0.130, 0.154, 0.250], [0.104, -0.185, -0.178], [-0.470, 0.539, 0.117], [0.295, -0.872, -0.214], [-0.055, -0.063, 0.139], [-0.235, -0.073, -0.697], [1.503, 0.012, -0.254], [-0.489, -0.079, -0.008], [-0.267, 0.249, 0.231], [-0.009, -0.292, -0.165], [0.036, -0.159, 0.090], [0.010, 0.214, 0.181], [0.175, -0.161, -0.395], [1.126, -0.383, -0.648], [-0.536, 0.247, 0.367], [-0.138, 0.037, -0.092], [0.059, 0.090, 0.260], [0.211, 0.218, 0.029], [-0.035, 0.016, -0.291], [0.265, -0.311, 0.183], [1.627, -0.229, 0.137], [-0.426, 0.134, -0.215], [-0.273, -0.217, 0.119], [-0.006, 0.250, -0.162], [0.075, -0.047, -0.150], [0.000, -0.199, 0.162], [0.336, 0.203, 0.049], [-0.636, -0.243, 0.729], [1.666, -1.678, -1.753], [-0.669, 0.594, 1.057], [0.309, -0.081, -0.640], [-0.134, -0.224, -0.262], [0.083, 0.094, -0.035], [-0.165, -0.010, 0.145], [-0.026, 0.052, -0.051], [0.043, -0.062, 0.058], [-0.170, 1.328, 0.344], [0.106, -0.718, -0.125], [-0.123, -0.129, -0.233], [0.208, 0.079, 0.309], [-0.331, 0.020, 0.390], [-0.131, 0.231, -0.268], [0.070, 0.223, 0.387], [-0.048, 0.203, 1.343], [-0.230, -0.337, -0.652], [0.179, -0.151, -0.125], [-0.299, 0.230, 0.022], [-0.031, 0.336, 0.060], [0.164, 0.011, -0.011], [-0.226, 0.027, 0.246], [-0.288, 0.530, 0.519], [1.266, -1.365, -1.874], [-1.476, 2.806, 1.300], [0.480, -0.003, 0.733], [-0.372, -0.438, 0.294], [-0.176, 0.080, -1.087]], "mulliken_charge": [-0.520, 0.350, -0.260, -0.417, -0.564, -0.331, -0.006, -0.282, 0.620, -0.604, -0.558, 0.199, -0.390, -1.013, -0.176, 0.923, 0.466, 0.461, 0.381, 0.372, 0.489, 0.549, 0.597, 0.581, -0.607, -1.538, 0.566, 0.457, 0.471, 0.318, 0.310, 0.396, -1.297, 0.176, -0.150, 0.480, 0.129, 0.227, 0.083, -1.497, 0.472, -0.068, 0.451, 0.355, 0.266, -0.399, 0.662, -0.389, -1.368, 0.275, 0.501, 0.426, 0.332, 0.308, -0.597, -1.245, 0.321, 0.491, 0.414, 0.291, 0.269, -0.152, -1.291, 0.197, 0.384, 0.419, 0.324, 0.266, -1.111, 0.914, -0.091, 0.248, 0.403, 0.333], "homo_lumo_gap_ev": [3.0, 3.1], "homo_energy_ev": [-12.72, -12.71], "total_charge": 2}

ΔE to the lowest compared entry with this formula, charge and spin / kJ/mol: 32.59, 0.00, 440.91